1.
Molecular formula: C2HBrClOS
Method: DFT, wB97M-V/def2-TZVPD

Element x y z (Å)
C  0.73389  0.83311  -0.48411
C  -0.36419  -0.56119  0.26401
O  0.21121  1.56815  -1.31089
S  2.17851  0.76543  0.29776
Cl  -0.45900  -1.92186  -0.81324
Br  -2.15877  0.11471  0.70391
H  -0.14165  -0.79837  1.34255

Its molar mass is 188.45 g/mol. As for the charge: -1. As for the spin multiplicity: 1. The energy above the lowest of the compared OMol25 structures with the same formula, charge and spin comes out at 0.0 kcal per mole.

Results of the Löwdin charge analysis, in e, for atoms 1 through 6: -1.067 -1.170 -0.117 0.449 0.462 0.454

---

2.
Molecular formula: C2HBrF2O
Method: DFT, wB97M-V/def2-TZVPD

Element x y z (Å)
C  -0.92286  2.60028  -0.14989
C  -0.66816  -0.17229  -0.43614
O  -2.00264  3.00589  -0.01688
F  0.21057  3.20012  0.02537
F  0.21582  -1.02538  -0.00578
Br  -2.33205  -0.16711  0.50706
H  -0.80550  0.00478  -1.48823

Its molar mass is 158.93 g/mol. As for the spin multiplicity: 1. The energy above the lowest of the compared OMol25 structures with the same formula, charge and spin comes out at 81.9 kcal per mole.

Results of the Löwdin charge analysis, in e, for atoms 1 through 6: -0.353 -0.607 0.117 0.126 -0.013 0.686

---

3.
Molecular formula: C2HBrF2O
Method: DFT, wB97M-V/def2-TZVPD

Element x y z (Å)
C  -0.69948  0.90991  0.22348
C  0.31471  -0.72847  -0.17199
O  -1.85388  1.04540  0.17451
F  0.20951  1.83681  0.47386
F  0.15154  -0.95680  -1.47600
Br  2.12440  -0.63963  0.36391
H  -0.24680  -1.46724  0.41224

Its molar mass is 158.93 g/mol. As for the spin multiplicity: 1. The energy above the lowest of the compared OMol25 structures with the same formula, charge and spin comes out at 23.9 kcal per mole.

Results of the Löwdin charge analysis, in e, for atoms 1 through 6: -0.371 -0.673 0.176 0.080 -0.039 0.750

---

4.
Molecular formula: C2HBrF2S
Method: DFT, wB97M-V/def2-TZVPD

Element x y z (Å)
C  -0.47799  -0.33362  0.64935
C  0.52483  0.21450  -0.41986
F  1.69379  0.37939  0.14807
F  0.70858  -0.51815  -1.47357
S  -0.28135  1.80462  -0.65333
Br  -1.72592  -1.56906  0.07277
H  -0.44194  0.02232  1.67657

Its molar mass is 175.00 g/mol. As for the spin multiplicity: 1. The energy above the lowest of the compared OMol25 structures with the same formula, charge and spin comes out at 38.4 kcal per mole.

Results of the Löwdin charge analysis, in e, for atoms 1 through 6: -0.499 -1.201 0.044 0.066 0.723 0.805

---

5.
Molecular formula: C2HBrF3I
Method: DFT, wB97M-V/def2-TZVPD

Element x y z (Å)
C  -0.26853  -0.05618  0.65664
C  0.21684  0.07370  -0.86458
F  0.78464  -1.04146  -1.34289
F  1.12136  1.07060  -0.91517
F  -0.78800  0.32578  -1.71951
Br  -0.22396  1.53640  1.66952
I  -1.98293  -1.08653  1.11336
H  1.14058  -0.82231  1.40262

Its molar mass is 288.83 g/mol. As for the spin multiplicity: 3. The value obtained for the energy is -88380.154 eV.

Results of the Löwdin charge analysis, in e, for atoms 1 through 6: -1.265 -0.759 0.120 0.082 0.107 0.686

---

6.
Molecular formula: C2HCl
Method: DFT, wB97M-V/def2-TZVPD

Element x y z (Å)
C  -0.18710  -1.00004  0.21037
C  0.78973  1.94174  0.19904
Cl  0.39969  0.44712  -0.00490
H  -1.00231  -1.38881  -0.40452

Its molar mass is 60.48 g/mol. As for the spin multiplicity: 1. The energy above the lowest of the compared OMol25 structures with the same formula, charge and spin comes out at 202.4 kcal per mole.

For reference, the Löwdin charges in units of e are: -0.378 -0.325 0.731 -0.028

---

7.
Molecular formula: C2HCl2N2O
Method: DFT, wB97M-V/def2-TZVPD

Element x y z (Å)
C  2.14012  0.65480  0.79029
C  -0.31470  -0.62516  0.36455
N  2.35626  -1.65652  0.29598
N  2.42126  -0.55429  0.66655
O  2.08655  1.73569  1.11732
Cl  -1.00269  -0.83560  1.89347
Cl  0.24473  -2.01873  -0.35376
H  -0.14012  0.40230  -0.10068

Its molar mass is 139.95 g/mol. As for the charge: +1. As for the spin multiplicity: 1. The energy above the lowest of the compared OMol25 structures with the same formula, charge and spin comes out at 117.4 kcal per mole.

Results of the Löwdin charge analysis, in e, for atoms 1 through 6: -0.197 -0.980 0.116 0.009 0.328 0.747

---

8.
Molecular formula: C2HCl2N3
Method: DFT, wB97M-V/def2-TZVPD

Element x y z (Å)
C  -0.37474  0.09965  0.19770
C  -0.67321  1.02002  1.12385
N  -1.31217  -0.85860  -0.26446
N  -2.79192  -0.94202  1.48369
N  -2.14287  -0.97782  0.58696
Cl  -2.12124  1.88559  1.58395
Cl  0.69370  2.11530  1.34941
H  0.68166  0.10588  -0.34565

Its molar mass is 137.96 g/mol. As for the spin multiplicity: 1. The energy above the lowest of the compared OMol25 structures with the same formula, charge and spin comes out at 20.4 kcal per mole.

Results of the Löwdin charge analysis, in e, for atoms 1 through 6: -0.256 -1.084 0.045 0.231 -0.247 0.610

---

9.
Molecular formula: C2HCl2NO
Method: DFT, wB97M-V/def2-TZVPD

Element x y z (Å)
C  0.94055  -0.38065  -0.40266
C  -0.94836  0.80017  1.24385
N  1.15410  0.26935  -1.38832
O  -1.11552  1.34918  2.26647
Cl  0.87290  -1.83678  0.39683
Cl  -2.11837  -0.07682  0.21141
H  1.21471  -0.12445  -2.32758

Its molar mass is 125.94 g/mol. As for the spin multiplicity: 3. The energy above the lowest of the compared OMol25 structures with the same formula, charge and spin comes out at 5.2 kcal per mole.

Results of the Löwdin charge analysis, in e, for atoms 1 through 6: -0.811 -0.586 0.071 0.049 0.655 0.553

---

10.
Molecular formula: C2HCl2NO2
Method: DFT, wB97M-V/def2-TZVPD

Element x y z (Å)
C  -0.76895  -0.21138  -0.49521
C  -0.33550  -1.14025  0.13045
N  0.16067  -2.06432  1.02559
O  -0.23516  -3.23158  0.82174
O  1.00544  -1.72875  1.81670
H  -1.27824  0.67337  -0.75396
Cl  1.03460  4.56050  -0.62513
Cl  0.41713  3.14240  -1.92019

Its molar mass is 141.94 g/mol. As for the spin multiplicity: 1. Its SMILES is C#C[N+](=O)[O-].ClCl. The energy above the lowest of the compared OMol25 structures with the same formula, charge and spin comes out at 79.2 kcal per mole.

Results of the Löwdin charge analysis, in e, for atoms 1 through 6: 0.186 -0.040 -0.401 0.080 0.123 0.029

---

11.
Molecular formula: C2HCl2NS
Method: DFT, wB97M-V/def2-TZVPD

Element x y z (Å)
N  -1.26753  1.76546  -1.28725
C  -0.70163  0.97239  -0.70281
C  -0.11535  -0.09162  0.05663
S  1.29116  -0.87807  -0.79012
Cl  0.50741  0.60981  1.51838
Cl  -1.52317  -1.20659  0.73700
H  1.80911  -1.17138  0.46818

Its molar mass is 142.01 g/mol. As for the spin multiplicity: 1. Its SMILES is N#CC(S)(Cl)Cl. The energy above the lowest of the compared OMol25 structures with the same formula, charge and spin comes out at 13.5 kcal per mole.

Results of the Löwdin charge analysis, in e, for atoms 1 through 6: 0.201 -0.423 -1.485 0.719 0.609 0.475

---

12.
Molecular formula: C2HCl2O2P
Method: DFT, wB97M-V/def2-TZVPD

Element x y z (Å)
O  0.51705  -1.92144  -2.07375
C  0.90641  -1.23847  -1.26252
C  1.09332  -0.35692  -0.26998
Cl  2.43547  -0.72048  0.81285
P  0.16082  1.13239  -0.43889
O  -0.93393  0.94616  -1.40825
Cl  -1.75523  1.12905  1.71914
H  -2.42390  1.02971  2.92140

Its molar mass is 158.91 g/mol. As for the spin multiplicity: 1. Its SMILES is O=C=C(Cl)P=O.Cl. The energy above the lowest of the compared OMol25 structures with the same formula, charge and spin comes out at 27.0 kcal per mole.

Results of the Löwdin charge analysis, in e, for atoms 1 through 6: 0.264 -0.292 -0.891 0.585 0.720 -0.476